C5H6O in the gas phase. Source: the Open Molecules 2025 dataset; level of theory: wB97M-V/def2-TZVPD.

Its highest occupied orbital energy is -8.71 eV. For the energy relative to the best compared isomer or geometry (same formula, charge and spin), the calculation gives 332.2 kJ/mol. The total energy comes out at -269.21971 hartree. For the HOMO-LUMO gap, the calculation gives 9.6686 eV. The value obtained for the LUMO energy is 0.957 eV. Its max |F| is 2.96 eV/A.

Geometry as ORCA input:
```
! RIJCOSX wB97M-V def2-TZVPD def2/J DEFGRID3
* xyz 0 1
C -0.73617 -1.20368 -2.19272
H 2.27139 1.34375 0.19850
H 0.87171 -0.22964 2.05536
O 2.23539 0.92578 1.07031
C 0.98247 0.43980 1.20756
C -0.02775 0.67099 0.38909
H -0.01935 1.44956 -0.38309
H -0.40062 -1.47594 -3.17406
C -1.10346 -0.86571 -1.09185
H -1.77329 0.48931 0.64697
H -1.10321 -1.19020 0.99141
C -1.19709 -0.35402 0.28252
*
```

Atom charges from the natural (NBO) analysis, given in e for atoms 1 to 5: -0.262 0.477 0.174 -0.667 0.148